# 1
One molecule with the formula C27H29FN4O3. Source: OMol25; level of theory: ωB97M-V with the def2-TZVPD basis set.

Summary:
- LUMO (eV) = 0.54
- energy (a.u.) = -1590.97627
- spin multiplicity = 1
- HOMO energy (eV) = -8.823

Each line ends with the Mulliken charge.
Element x y z (Å)
H  -1.3740  -2.0980  -3.2704  0.288
C  2.5389  -0.4426  1.2742  0.258
C  -2.4863  1.7654  -0.4339  -0.401
H  -3.4887  -0.1008  -0.7639  0.438
H  -3.8543  -3.1132  2.6228  0.450
C  -3.3411  -1.0393  2.6441  -1.147
C  -2.6533  3.1150  -0.1480  -0.153
C  -3.9153  3.6482  0.0410  -0.842
H  1.5553  -1.8037  -2.4680  0.295
H  -0.0743  -3.1914  -3.7665  0.496
H  -2.6206  0.9741  2.4543  0.593
H  -0.3864  2.0237  -0.7553  0.775
H  5.7363  1.2627  -2.3296  0.420
O  2.3150  -0.8451  0.1484  -0.732
H  -4.1203  -0.7774  3.3438  0.474
H  1.3309  1.2667  3.2463  0.608
C  -1.3507  -1.7175  0.8475  0.627
C  1.5920  -0.7277  2.4292  -0.671
C  4.6348  0.7241  -0.5782  -0.129
H  -4.0573  4.6939  0.2635  0.450
C  -0.9615  0.2298  -1.7620  -0.224
H  1.5320  0.1806  -3.9702  0.355
N  5.4952  1.5567  1.4948  -0.580
H  3.8812  0.1544  -1.0931  0.518
H  -2.5051  -4.8167  1.5629  0.421
N  3.6077  0.3101  1.6201  0.044
H  -0.1314  -0.1927  -4.4386  0.306
H  -0.1386  0.2667  3.2762  0.326
C  -5.0093  2.8094  -0.0627  0.430
C  -4.8735  1.4643  -0.3499  -0.915
C  0.7453  0.5285  2.6958  -1.091
H  -5.7498  0.8407  -0.4279  0.442
F  -6.2462  3.3192  0.1276  -0.343
H  7.4337  2.5617  -1.0417  0.375
C  0.8119  -0.6221  -4.1125  -1.504
C  6.6156  2.0676  -0.5427  -0.351
H  7.1838  2.6885  1.4438  0.392
H  3.7074  0.6011  2.5844  0.282
H  -0.9856  -4.3811  0.7643  0.368
O  1.0146  2.0997  0.9140  -0.689
H  -0.5723  -1.9717  0.1447  0.668
H  -1.7868  3.7548  -0.0676  0.459
H  2.1446  -1.0095  3.3264  0.444
H  -2.5105  -4.2440  -0.1048  0.307
C  0.6014  -1.3844  -2.8053  0.352
C  5.6696  1.3438  -1.2546  -0.665
C  6.4785  2.1400  0.8336  -0.383
O  -1.8092  0.1662  -2.6291  -0.691
N  0.1803  -0.4714  -1.7486  0.657
C  4.5922  0.8668  0.8066  0.337
C  -2.5037  -0.0557  2.1512  -0.345
H  1.1814  -1.2932  -4.8832  0.464
N  -0.6661  0.6125  0.7007  1.097
C  -2.1946  -2.7079  1.3360  0.354
H  -0.5278  -3.0768  -2.0635  0.243
C  -1.0939  1.2036  -0.5696  0.744
C  -0.4115  -2.5137  -2.9868  -1.379
C  -2.0371  -4.1223  0.8698  -1.704
H  0.9425  -1.5544  2.1380  0.249
C  -3.1901  -2.3538  2.2373  -0.753
H  0.8457  -0.3320  -0.9991  -0.412
C  0.3676  1.1734  1.3674  0.939
C  -1.5038  -0.3991  1.2479  -1.496
C  -3.6045  0.9452  -0.5310  -0.142



# 2
C27H29N3O2 as an isolated structure. Source: OMol25; level of theory: ωB97M-V with the def2-TZVPD basis set.

Summary:
- LUMO (eV) = 0.09
- energy (a.u.) = -1360.92970
- spin multiplicity = 1
- HOMO energy (eV) = -6.835

Each line ends with the Mulliken charge.
Element x y z (Å)
N  3.0020  -2.4989  2.9052  -0.611
H  6.3061  1.0473  8.1247  0.293
H  -3.1876  0.1362  3.4815  0.282
C  -2.9166  -0.6427  2.7445  -1.112
H  -1.4186  -0.9118  1.2121  0.301
C  6.7708  -1.6301  2.9317  -0.693
C  6.1646  -0.7025  3.9381  0.161
H  -2.6869  -1.5598  3.3264  0.292
C  2.3197  -1.5442  3.1123  0.093
H  3.4912  -0.7653  7.0754  0.507
H  9.5977  -1.2339  6.7619  0.394
H  0.8970  2.7009  9.6437  0.219
C  8.1148  0.0522  7.7004  -0.877
H  -3.7474  -0.8690  2.0582  0.379
C  8.9347  -0.3961  6.5122  -0.619
H  7.2174  -1.0464  2.1045  0.294
H  5.9678  -2.2464  2.4983  0.360
O  -0.6400  0.1413  2.8804  -0.207
H  0.9852  -0.6415  4.4635  0.171
C  8.7880  -1.7695  4.4572  -0.647
C  2.8237  0.9302  4.4531  -0.410
H  2.5319  1.2358  3.4526  0.948
C  2.0609  1.3984  5.5617  0.487
H  4.4979  -0.2045  2.7081  0.951
C  3.0002  0.0256  7.6393  0.072
N  0.6459  2.6224  6.8399  0.176
C  7.8276  -2.5383  3.5652  -0.848
C  0.6649  0.1932  2.4679  0.125
O  0.9698  0.7404  1.3984  -0.604
C  6.9863  0.9884  7.2733  -0.714
H  4.6468  1.8698  6.4426  0.569
C  6.8650  -0.3492  5.1301  0.272
H  -1.1425  3.7663  6.5997  0.311
C  2.2084  0.9608  6.9601  0.726
H  8.7785  0.5612  8.3986  0.370
H  7.3924  2.0006  7.0969  0.319
C  6.2414  0.5425  6.0582  0.691
C  1.3741  1.8228  7.7281  -0.024
C  1.0178  2.3501  5.5653  -1.327
H  8.3983  -3.0471  2.7835  0.364
C  2.3442  1.0607  9.7721  -0.736
H  7.3036  -3.2893  4.1676  0.320
C  4.9582  -0.0787  3.6692  -0.933
N  8.0971  -0.8819  5.4058  0.018
H  0.3284  4.6898  7.0254  0.352
H  9.4959  -1.1961  3.8268  0.276
H  0.6282  2.8884  4.7106  0.558
H  7.7208  -0.8360  8.2128  0.302
H  -1.9804  0.8331  1.4315  0.249
H  3.6365  -0.6351  9.5778  0.452
C  1.4709  1.9315  9.1161  -0.791
C  -0.2133  3.7436  7.1977  -1.002
H  9.5853  0.4338  6.1641  0.247
C  3.0588  0.1021  9.0460  -0.882
H  2.4968  1.1708  10.8590  0.355
C  1.5968  -0.4001  3.5500  0.733
H  9.3930  -2.4612  5.0624  0.394
H  -0.4109  3.6498  8.2638  0.316
C  -1.7325  -0.1291  1.9245  -0.187
C  4.2410  0.6413  4.6557  -0.608
C  5.0048  1.0841  5.7646  -0.868



# 3
C27H29N4O3PPtTe as an isolated structure. Source: OMol25; level of theory: ωB97M-V with the def2-TZVPD basis set.

Summary:
- LUMO (eV) = -2.00
- energy (a.u.) = -2219.75227
- spin multiplicity = 1
- HOMO energy (eV) = -7.043

Each line ends with the Mulliken charge.
Element x y z (Å)
C  0.5243  -3.2229  -0.1069  -0.095
H  2.4299  -4.1594  -0.3556  0.461
H  1.9479  3.5673  -0.6708  0.146
C  -1.7953  -2.2618  0.2968  0.923
H  -0.1038  -2.2889  -3.1700  0.234
C  -2.5165  -0.1546  1.1904  -0.044
H  1.5738  3.5003  -3.7047  0.408
C  0.8984  -5.5984  0.0502  -0.660
N  1.0685  -1.9330  -0.3772  0.413
C  -3.1396  -2.5565  0.0362  -1.216
C  1.5562  3.0474  -2.7068  0.131
C  -1.4629  -0.9778  0.7813  0.178
C  1.0046  1.0602  3.2171  0.210
H  2.2665  -1.9538  2.9920  0.465
H  1.5698  -6.4422  -0.0046  0.418
C  -0.8405  -3.3795  0.1616  0.853
N  1.3515  -0.1520  2.7042  -0.103
C  -2.0853  3.2809  -1.2761  -0.726
C  -1.2903  -4.6828  0.3921  -1.156
H  -5.1844  -1.9395  0.1465  0.404
H  -2.8854  5.2711  -1.2119  0.417
C  1.3783  -4.3191  -0.1523  -0.559
H  -2.3222  -4.8470  0.6577  0.540
H  0.8882  -1.6699  -1.3501  -0.306
H  -3.3877  -3.4847  -0.4571  0.528
C  -0.7133  2.6295  0.5974  0.388
H  -0.3094  4.1703  2.0280  0.476
C  1.3544  1.4018  4.5479  -0.712
Te  4.1291  -0.8097  -2.1671  -0.360
H  -0.2620  -1.8025  -4.8553  0.437
H  -1.1692  -0.9499  -3.6007  0.290
H  2.7855  4.5915  -1.8423  0.357
H  1.8830  -0.9516  -3.8627  0.283
H  2.0889  -1.9494  -0.2620  0.307
H  1.0337  2.3579  4.9289  0.473
C  1.8545  4.0731  -1.6280  -1.032
O  2.0701  1.0819  -0.3902  -0.637
H  -1.2192  1.3295  -1.0347  0.369
N  0.3340  1.9462  2.4947  -0.745
H  3.0131  -1.4342  5.3035  0.412
O  2.5446  2.0185  -2.7396  -0.350
Pt  0.3595  -0.1245  0.4965  1.311
H  2.3427  0.7473  6.3138  0.404
C  -0.4490  -5.7735  0.3169  -0.742
P  2.3712  0.7122  -1.8023  0.048
H  1.0471  4.8001  -1.5651  0.309
C  -4.1570  -1.6828  0.3585  -0.873
C  0.9209  -0.4463  -3.6852  -0.361
C  -0.8199  3.9375  1.1071  -0.514
O  0.9359  0.0854  -2.3753  -0.046
H  0.8248  0.3715  -4.4085  0.295
C  -1.5888  4.8725  0.4509  -0.689
H  -0.8444  -6.7640  0.4817  0.413
N  -0.0817  1.6412  1.2959  0.941
H  0.5659  2.6078  -2.5393  -0.071
C  2.4416  -0.7178  4.7383  -0.853
C  -2.2441  4.5478  -0.7303  -0.529
H  -2.3103  0.7893  1.6785  0.513
C  -1.3248  2.3317  -0.6301  -0.127
H  -1.6996  5.8628  0.8692  0.414
C  2.0728  0.5114  5.2961  -0.311
C  -0.2251  -1.4345  -3.8335  -1.191
C  -3.8454  -0.4983  1.0031  -0.896
H  -4.6237  0.1789  1.3245  0.418
H  -2.5708  3.0355  -2.2081  0.450
C  2.0404  -0.9971  3.4469  -0.134